No. 1
DFT (ωB97M-V with the def2-TZVPD basis set) results for 2 unconnected molecules or ions with the total composition C3H11N3.

ORCA input file:
```
! RIJCOSX wB97M-V def2-TZVPD def2/J DEFGRID3
* xyz 0 1
C -0.53585 -3.56888 -0.36629
C -1.11576 -2.34964 -0.54121
N -1.96117 -1.91249 -1.59162
H -0.17869 -4.06913 -1.19513
H -0.34339 -4.15757 0.53248
H -0.98167 -1.58542 0.27534
H -1.48542 -1.92345 -2.44976
H -2.26633 -0.96211 -1.42578
N -0.05600 1.65363 0.83391
C 1.18543 2.14681 0.39063
N 1.93225 3.32101 1.02107
H 0.09591 1.46963 1.76921
H -0.19702 0.68217 0.42502
H 1.00340 2.57148 -0.75115
H 1.83222 1.29431 0.20039
H 1.85242 3.34524 2.02646
H 1.21969 4.04442 0.84641
*
```

Results
Largest force on an atom (eV/A): 5.72
Lowest unoccupied orbital energy (eV): 0.69
Energy relative to the best compared isomer or geometry (same formula, charge and spin) (kJ/mol): 313.9

No. 2
DFT (ωB97M-V with the def2-TZVPD basis set) results for 2 unconnected molecules or ions with the total composition C3H11N3.

ORCA input file:
```
! RIJCOSX wB97M-V def2-TZVPD def2/J DEFGRID3
* xyz 0 1
C 2.42630 0.66398 0.79051
C 1.11526 0.02279 0.41022
N 0.00670 0.50257 1.05792
C 1.05352 -0.91669 -0.55492
H 0.19310 0.94912 1.94391
H -1.05039 0.17255 0.58217
H 2.63653 0.49512 1.84848
H 2.38019 1.74161 0.62797
H 3.25091 0.25386 0.21232
H 0.16990 -1.51842 -0.70044
H 1.93955 -1.26029 -1.05952
N -2.35488 0.15211 -0.22796
N -2.40292 -0.53777 -1.51385
H -1.46070 -0.41413 -1.89820
H -2.48194 -1.52957 -1.29766
H -3.27972 0.08386 0.19369
H -2.14141 1.13931 -0.41466
*
```

Results
Largest force on an atom (eV/A): 3.41
Lowest unoccupied orbital energy (eV): 1.01
Energy relative to the best compared isomer or geometry (same formula, charge and spin) (kJ/mol): 242.1

No. 3
DFT (ωB97M-V with the def2-TZVPD basis set) results for 2 unconnected molecules or ions with the total composition C3H11N3.

ORCA input file:
```
! RIJCOSX wB97M-V def2-TZVPD def2/J DEFGRID3
* xyz 0 1
C 2.25525 -1.64780 0.77279
C 1.20358 -1.27441 -0.25755
N -0.06728 -1.99264 -0.23131
H 3.10532 -0.96439 0.68783
H 2.59210 -2.68204 0.74040
H 1.93130 -1.44052 1.79932
H 1.63216 -1.37491 -1.25880
H 1.08108 -0.18902 -0.24640
H -0.74383 -1.54334 0.37547
H 0.11796 -2.87035 0.24198
N -1.95951 2.30270 -1.45892
C -2.00790 2.25857 -0.08155
N -1.27623 2.95206 0.69311
H -2.39407 1.50393 -1.90421
H -1.01932 2.52288 -1.75714
H -2.91347 1.74336 0.25996
H -1.53714 2.69593 1.62503
*
```

Results
Largest force on an atom (eV/A): 1.46
Lowest unoccupied orbital energy (eV): 0.85
Energy relative to the best compared isomer or geometry (same formula, charge and spin) (kJ/mol): 89.0

No. 4
DFT (ωB97M-V with the def2-TZVPD basis set) results for C3H11N3 in the gas phase.

ORCA input file:
```
! RIJCOSX wB97M-V def2-TZVPD def2/J DEFGRID3
* xyz 0 1
C -2.13024 -0.09290 0.19625
C 0.17668 -0.13633 -0.41300
C 1.89738 0.17285 1.28854
H -2.56507 -0.09401 -0.85867
H -2.11271 -1.00132 0.69953
H -2.76981 0.54267 0.80891
H -0.97761 1.54093 0.04896
H 0.16482 -1.19939 -0.04477
H -1.03026 -0.11119 -2.18456
H 0.42195 -0.93995 -2.28449
H 2.26383 -0.09838 -0.68249
H 1.07193 0.32851 1.94313
H 2.62868 0.90477 1.65079
H 2.25539 -0.81300 1.51507
N -0.86334 0.54902 0.29421
N 0.03612 0.01315 -1.87147
N 1.53226 0.43458 -0.10593
*
```

Results
Largest force on an atom (eV/A): 4.56
Lowest unoccupied orbital energy (eV): 0.98
Energy relative to the best compared isomer or geometry (same formula, charge and spin) (kJ/mol): 159.4

No. 5
DFT (ωB97M-V with the def2-TZVPD basis set) results for C3H11N3 in the gas phase.

ORCA input file:
```
! RIJCOSX wB97M-V def2-TZVPD def2/J DEFGRID3
* xyz 0 1
C -0.98522 -0.22447 0.16537
N -0.13179 -1.22818 -0.56432
C 0.39424 -0.83274 -1.80377
N 1.70075 -0.22840 -1.48669
C -0.02582 0.57789 1.29774
N -1.06468 1.17208 2.23067
H -1.80135 -0.67152 0.75040
H -1.55356 0.44262 -0.49385
H 0.73662 -1.61709 -0.06486
H -0.35057 -0.08160 -2.24942
H 0.45112 -1.76525 -2.63257
H 1.60871 0.49243 -0.80034
H 2.62072 -0.55027 -1.78393
H 0.63734 -0.12578 1.87967
H 0.48357 1.50690 0.88859
H -1.88015 1.30434 1.73696
H -0.83992 1.82904 2.93034
*
```

Results
Largest force on an atom (eV/A): 3.53
Lowest unoccupied orbital energy (eV): 1.21
Energy relative to the best compared isomer or geometry (same formula, charge and spin) (kJ/mol): 266.5

No. 6
DFT (ωB97M-V with the def2-TZVPD basis set) results for 2 unconnected molecules or ions with the total composition C3H11N3.

ORCA input file:
```
! RIJCOSX wB97M-V def2-TZVPD def2/J DEFGRID3
* xyz 1 2
C 3.21768 -2.82388 1.31028
C 2.82101 -1.60012 1.73741
N 1.88413 -0.75897 0.96698
H 2.74839 -3.09873 0.32128
H 3.85334 -3.53039 1.78398
H 3.10791 -1.21768 2.60114
H 1.40273 -1.32268 0.34092
H 2.31002 0.12863 0.62092
N -3.37923 1.58597 -1.87643
C -2.53539 2.10407 -0.82453
N -1.17696 1.50673 -0.83954
H -3.82745 0.67498 -1.32937
H -2.74769 1.52251 -2.71113
H -2.42810 3.12780 -0.80165
H -3.02178 1.96018 0.08487
H -1.03085 1.05472 -0.01016
H -1.19776 0.68687 -1.37496
*
```

Results
Expectation value of S²: 0.77
Largest force on an atom (eV/A): 5.97
Lowest unoccupied orbital energy (spin up / spin down) (eV): -4.73 / -9.07
Energy relative to the best compared isomer or geometry (same formula, charge and spin) (kJ/mol): 321.4

No. 7
DFT (ωB97M-V with the def2-TZVPD basis set) results for C3H11N3O in the gas phase.

ORCA input file:
```
! RIJCOSX wB97M-V def2-TZVPD def2/J DEFGRID3
* xyz 0 1
C 1.06021 0.24727 0.53280
C 0.04658 -0.42242 -0.35085
C 2.33667 -0.76729 0.39633
N -1.25407 0.44803 -0.11873
N -2.11394 0.52956 -1.24169
N -1.99882 -0.05736 0.96917
O 1.44356 1.50952 0.03374
H 0.71326 2.11535 0.25339
H 0.78418 0.30201 1.58763
H -1.82408 1.30809 -1.83659
H -2.06501 -0.30461 -1.82676
H -2.66124 0.65776 1.27566
H -2.59211 -0.82683 0.65503
H -0.17292 -1.45602 -0.07218
H 0.33381 -0.33711 -1.40297
H 3.21784 -0.23156 0.76027
H 2.57402 -1.06185 -0.62974
H 2.17204 -1.65251 1.01552
*
```

Results
Largest force on an atom (eV/A): 4.01
Lowest unoccupied orbital energy (eV): 1.03
Energy relative to the best compared isomer or geometry (same formula, charge and spin) (kJ/mol): 291.8

No. 8
DFT (ωB97M-V with the def2-TZVPD basis set) results for a molecular structure, C3H11N3O.

ORCA input file:
```
! RIJCOSX wB97M-V def2-TZVPD def2/J DEFGRID3
* xyz 0 1
C -0.15748 -0.06483 -0.92278
C 2.24329 -0.89942 0.71866
C -1.11425 0.68363 1.25405
N -0.32404 -0.23934 0.43512
N -1.79400 -0.71322 -1.04739
N -0.07521 1.17368 -1.50070
O 1.39152 0.20675 0.75315
H 0.38829 -0.84917 -1.43164
H -2.54585 -0.03096 -0.99008
H -2.02632 -1.59264 -0.59424
H 0.38277 1.25060 -2.39677
H 0.01455 1.97898 -0.89742
H 3.16983 -0.60945 0.20084
H 1.85664 -1.80319 0.22314
H 2.50282 -1.20419 1.74457
H -0.44870 1.09919 2.01084
H -1.89733 0.10536 1.74582
H -1.56653 1.50820 0.69483
*
```

Results
Largest force on an atom (eV/A): 4.61
Lowest unoccupied orbital energy (eV): 0.99
Energy relative to the best compared isomer or geometry (same formula, charge and spin) (kJ/mol): 516.4

No. 9
DFT (ωB97M-V with the def2-TZVPD basis set) results for 2 unconnected molecules or ions with the total composition C3H11N3O.

ORCA input file:
```
! RIJCOSX wB97M-V def2-TZVPD def2/J DEFGRID3
* xyz 0 1
C 0.79039 0.26251 2.34338
C -0.19332 0.24080 1.17397
N -0.11475 1.49971 0.46310
C -0.76904 1.54284 -0.78756
N -2.13918 1.58609 -0.66010
N -0.07479 1.49029 -1.83993
H 0.42405 0.86985 3.17113
H 1.11162 -0.63808 2.87341
H 1.72371 0.67963 1.94735
H -1.21119 0.10207 1.55769
H 0.00347 -0.60129 0.49921
H 0.79294 1.93611 0.43492
H -2.63878 1.51308 0.21197
H -2.69987 1.88976 -1.42434
H -0.57891 1.55625 -2.71659
H 2.39604 -5.84692 -0.45460
H 1.77684 -5.16547 -1.70404
O 2.04017 -5.05659 -0.81731
*
```

Results
Largest force on an atom (eV/A): 2.24
Lowest unoccupied orbital energy (eV): 1.01
Energy relative to the best compared isomer or geometry (same formula, charge and spin) (kJ/mol): 111.4

No. 10
DFT (ωB97M-V with the def2-TZVPD basis set) results for a molecular structure, C3H11N3O.

ORCA input file:
```
! RIJCOSX wB97M-V def2-TZVPD def2/J DEFGRID3
* xyz 0 1
C -0.44154 -0.00199 -0.98162
C -1.04410 0.44723 0.30132
C 0.56729 -0.91910 1.97946
N 0.96043 0.35311 -1.10222
N 1.29380 1.71947 -1.20992
N -0.58977 -1.37065 -1.24065
O -0.67542 -1.00730 1.27878
H 1.34089 -0.16326 -1.88805
H -1.14589 0.79190 -1.51907
H 1.36338 2.12602 -0.28448
H 0.61366 2.24802 -1.75907
H -1.57422 -1.58640 -1.38221
H -0.52014 -1.63324 0.19641
H -0.63090 1.33235 0.78545
H -2.12301 0.34380 0.33904
H 1.36260 -0.66732 1.27466
H 0.74740 -1.87551 2.47372
H 0.49556 -0.13712 2.73847
*
```

Results
Largest force on an atom (eV/A): 3.99
Lowest unoccupied orbital energy (eV): 0.80
Energy relative to the best compared isomer or geometry (same formula, charge and spin) (kJ/mol): 522.0